Density functional theory data (the ωB97M-V functional and the def2-TZVPD basis) for a 9-piece molecular cluster, C21H63N9O12 overall at a distorted geometry.

Output
Relative energy (zero: lowest compared OMol25 entry of this formula, charge and spin) (kcal per mole): 178.6
SMILES string: COCCNCCOC.COCCNCCOC.COCCNCCOC.NC(N)=O.NC(N)=O.NC(N)=O.O.O.O
Frontier orbital gap (eV): 8.6

```
! wB97M-V def2-TZVPD RIJCOSX def2/J DEFGRID3
* xyz 0 1
O 7.801 -3.712 -6.378
O -5.996 0.137 3.789
O 0.775 -6.549 -1.206
O 3.687 2.426 3.409
O -1.272 8.586 0.427
O 0.417 6.875 -6.963
O -6.743 -0.870 -3.835
O -5.966 2.788 -6.963
O 0.563 -0.080 -4.860
O -11.823 3.116 3.058
O 9.080 1.144 1.537
O 5.633 -5.563 2.835
N 6.023 1.356 1.823
N -1.052 7.754 -1.586
N -1.215 1.148 -4.357
N 5.792 -3.082 -5.581
N -2.921 7.548 -0.567
N 2.913 -6.665 0.633
N -1.151 -0.924 -3.884
N 6.347 -2.445 -7.543
N -8.480 1.394 2.863
C 4.208 -6.207 1.095
C -1.747 7.994 -0.489
C 4.326 -5.990 2.584
C 4.005 2.658 2.049
C -5.928 0.942 2.658
C -0.279 -7.054 -1.910
C 6.723 -3.131 -6.525
C -10.795 2.122 3.450
C -12.499 2.708 1.875
C 6.802 0.837 0.735
C -5.188 0.668 4.848
C 3.462 3.468 4.240
C -0.551 0.061 -4.440
C 0.502 -6.269 0.203
C -7.108 1.946 2.487
C -9.546 2.265 2.454
C 8.197 0.091 1.144
C 1.768 -5.777 0.899
C 5.840 -5.506 4.174
C 4.614 1.472 1.342
C 10.149 0.638 2.345
H -0.642 1.891 -4.731
H 5.160 -5.916 4.921
H -3.305 7.131 -1.402
H -0.358 -5.608 0.305
H 5.011 -2.456 -5.714
H -2.158 -0.870 -3.843
H 3.094 2.899 1.501
H 7.090 1.682 0.109
H 5.991 -4.443 4.358
H 1.949 -4.827 0.396
H -5.330 1.744 4.957
H 4.746 -5.351 0.686
H -11.169 1.098 3.447
H -0.541 -7.857 -1.221
H -2.211 1.254 -4.221
H 6.230 0.103 0.167
H 3.031 -6.787 -0.362
H -0.604 -1.651 -3.446
H 4.542 1.547 0.257
H 4.605 3.542 1.835
H -5.409 3.050 -7.696
H -0.469 7.094 -7.251
H -6.626 -0.261 -4.565
H -0.091 8.045 -1.702
H 3.602 -5.204 2.800
H -5.913 0.301 1.776
H 0.106 -7.147 0.715
H 3.915 -6.748 3.250
H 0.979 7.149 -7.687
H 10.847 1.405 2.678
H 6.811 -5.947 4.403
H -1.552 7.559 -2.442
H -4.110 0.541 4.742
H -8.533 1.408 3.871
H 7.932 -0.548 1.987
H -10.511 2.374 4.472
H -6.804 2.861 2.997
H -7.202 2.316 1.466
H -0.065 -7.435 -2.909
H -1.057 -6.295 -1.984
H 2.635 4.060 3.848
H 1.567 -5.601 1.956
H -7.055 -1.677 -4.244
H -3.475 7.839 0.226
H -12.025 2.857 0.905
H 8.716 -0.508 0.396
H 4.353 4.093 4.189
H 6.932 -2.550 -8.360
H -13.428 3.272 1.797
H -9.865 2.155 1.417
H 5.374 -2.233 -7.713
H 3.200 3.123 5.240
H 4.088 0.580 1.683
H 9.757 0.277 3.296
H -5.041 1.576 2.659
H -9.195 3.295 2.399
H -6.244 3.613 -6.565
H -12.709 1.638 1.853
H 10.577 -0.111 1.678
H 4.804 -7.092 0.871
H -5.485 0.193 5.783
H 6.107 -3.481 -4.708
H 6.064 0.719 2.606
*
```



Density functional theory data (the ωB97M-V functional and the def2-TZVPD basis) for a 2-piece molecular cluster, C3H2ClF3 overall at a distorted geometry.

Output
Relative energy (zero: lowest compared OMol25 entry of this formula, charge and spin) (kcal per mole): 73.3
Frontier orbital gap (eV): 9.3

```
! wB97M-V def2-TZVPD RIJCOSX def2/J DEFGRID3
* xyz 0 1
Cl 1.642 3.073 2.109
F -0.763 3.209 1.363
F 0.601 -1.357 2.282
F 2.134 -0.112 1.391
C 0.495 3.114 0.938
C -0.056 0.104 0.553
C 0.812 -0.460 1.349
H 0.090 1.087 0.095
H -0.930 -0.407 0.233
*
```



| no. | LUMO level (eV) |
| --- | --- |
| 1 | -0.077 |
| 2 | -0.599 |